Arrangement one

# C2H4N2O2

A cluster of 2 separate species, C2H4N2O2 in total (ωB97M-V/def2-TZVPD, OMol25).

CARTESIAN COORDINATES (ANGSTROEM)
1 C 0.11 0.11 0.36
2 C 1.58 0.18 -0.32
3 O -2.24 0.59 0.23
4 O -0.34 -1.00 0.73
5 N -0.50 1.15 -0.07
6 N 2.28 -0.86 -0.19
7 H -2.64 0.80 -0.63
8 H -1.91 -0.44 0.46
9 H 1.73 -1.64 0.20
10 H 1.93 1.10 -0.76

Its net charge is 0. For the LUMO energy, the calculation gives -0.82 eV. The value obtained for the frontier orbital gap is 0.345 Ha.


Arrangement two

# C2H4N2O2

An isolated molecule of C2H4N2O2 (ωB97M-V/def2-TZVPD, OMol25).

CARTESIAN COORDINATES (ANGSTROEM)
1 N 0.00 1.45 -1.31
2 C -0.10 0.68 -0.31
3 O -0.76 1.23 0.72
4 N 0.35 -0.62 -0.10
5 C 0.13 -1.41 1.01
6 O 0.52 -2.55 1.08
7 H 0.50 1.15 -2.13
8 H -0.93 2.07 0.21
9 H 0.86 -1.07 -0.85
10 H -0.44 -0.90 1.81

Its net charge is 0. The SMILES is [H]/N=C(/O)NC=O. For the LUMO energy, the calculation gives 0.68 eV. The value obtained for the frontier orbital gap is 0.401 Ha.


Arrangement three

# C2H4N2O2

An isolated molecule of C2H4N2O2 (ωB97M-V/def2-TZVPD, OMol25).

CARTESIAN COORDINATES (ANGSTROEM)
1 C -1.13 -0.59 -0.05
2 C 0.52 0.78 -1.08
3 N 0.79 0.14 1.26
4 N 0.08 0.05 0.03
5 O -1.71 -1.06 0.88
6 O 1.56 1.39 -1.22
7 H -1.54 -0.74 -1.09
8 H -0.41 0.71 -1.65
9 H 0.17 -0.54 1.81
10 H 1.68 -0.13 1.12

Its net charge is 0. The SMILES is NN(C=O)C=O. For the LUMO energy, the calculation gives 0.68 eV. The value obtained for the frontier orbital gap is 0.386 Ha.


It turns out arrangement two is the most stable, with the second structure 147.1 kJ/mol higher.


Arrangement one

# C2H4N2O2

An isolated molecule of C2H4N2O2 (ωB97M-V/def2-TZVPD, OMol25).

CARTESIAN COORDINATES (ANGSTROEM)
1 C 1.08 -0.14 -0.07
2 C -1.53 0.29 0.13
3 H 2.16 1.43 0.08
4 H 0.34 1.67 0.21
5 H -0.52 -1.51 -0.28
6 H -1.21 1.33 0.38
7 N 1.21 1.21 -0.13
8 N -0.27 -0.57 0.00
9 O 2.03 -0.87 0.09
10 O -2.60 -0.17 -0.07

Its net charge is 0. The SMILES is NC(=O)NC=O. For the LUMO energy, the calculation gives 0.64 eV. The value obtained for the frontier orbital gap is 0.409 Ha.


Arrangement two

# C2H4N2O2

An isolated molecule of C2H4N2O2 (ωB97M-V/def2-TZVPD, OMol25).

CARTESIAN COORDINATES (ANGSTROEM)
1 O 1.75 0.14 -1.05
2 C 1.53 0.47 0.09
3 N 0.37 0.36 0.80
4 C -0.87 -0.10 0.27
5 N -0.90 -0.39 -1.04
6 O -1.75 -0.39 1.06
7 H 2.33 0.95 0.69
8 H 0.39 0.63 1.77
9 H -0.10 -0.14 -1.60
10 H -1.76 -0.78 -1.36

Its net charge is 0. The SMILES is NC(=O)NC=O. For the LUMO energy, the calculation gives 0.71 eV. The value obtained for the frontier orbital gap is 0.410 Ha.


Arrangement three

# C2H4N2O2

A cluster of 3 separate species, C2H4N2O2 in total (ωB97M-V/def2-TZVPD, OMol25).

CARTESIAN COORDINATES (ANGSTROEM)
1 C 0.00 0.10 -0.96
2 C -0.25 -0.23 0.46
3 H 0.91 1.93 -2.21
4 H 0.83 2.66 -0.55
5 H -0.95 0.47 1.04
6 H -0.15 -2.49 2.26
7 N -0.55 1.30 -1.50
8 N 0.03 -1.35 0.87
9 O 0.40 -0.89 -1.63
10 O -0.26 -1.50 2.21

Its net charge is 0. For the LUMO energy, the calculation gives -2.96 eV. The value obtained for the frontier orbital gap is 0.274 Ha.


Arrangement four

# C2H4N2O2

A cluster of 2 separate species, C2H4N2O2 in total (ωB97M-V/def2-TZVPD, OMol25).

CARTESIAN COORDINATES (ANGSTROEM)
1 C -1.49 -0.14 0.77
2 C 4.14 -0.27 -0.18
3 N -1.09 1.51 0.58
4 N -0.61 -0.82 0.11
5 O 3.92 0.83 -0.42
6 O 4.26 -1.36 0.14
7 H -1.88 1.97 1.00
8 H -0.25 1.84 1.10
9 H -1.02 -1.70 -0.32
10 H 0.02 -0.32 -0.40

Its net charge is 0. For the LUMO energy, the calculation gives 0.26 eV. The value obtained for the frontier orbital gap is 0.327 Ha.


It turns out arrangement two is the most stable, with the second structure 86.8 kJ/mol higher.


Arrangement one

# C2H4N2O2

An isolated molecule of C2H4N2O2 (ωB97M-V/def2-TZVPD, OMol25).

CARTESIAN COORDINATES (ANGSTROEM)
1 C 1.43 -0.05 0.45
2 C -1.48 -0.15 -0.39
3 H 1.31 -0.71 -1.31
4 H 1.82 -0.05 1.45
5 H -0.15 1.20 1.34
6 H -2.12 -0.12 -1.28
7 N 1.86 -0.87 -0.48
8 N 0.45 1.00 0.43
9 O -0.45 0.85 -0.66
10 O -1.64 -0.86 0.63

Its net charge is 0. The SMILES is [H]/N=C\NOC=O. For the LUMO energy, the calculation gives 0.61 eV. The value obtained for the frontier orbital gap is 0.391 Ha.


Arrangement two

# C2H4N2O2

An isolated molecule of C2H4N2O2 (ωB97M-V/def2-TZVPD, OMol25).

CARTESIAN COORDINATES (ANGSTROEM)
1 C 0.52 -0.04 -0.02
2 C -0.96 -0.38 -0.13
3 H 1.60 1.42 -1.02
4 H 0.01 1.10 -1.59
5 H 0.79 -1.48 1.09
6 H -0.96 -0.09 1.76
7 N 0.68 1.07 -0.84
8 N 1.40 -0.55 0.81
9 O -1.64 -0.47 1.08
10 O -1.45 -0.58 -1.15

Its net charge is 0. The SMILES is [H]/N=C(/N)C(=O)O. For the LUMO energy, the calculation gives 0.58 eV. The value obtained for the frontier orbital gap is 0.392 Ha.


It turns out arrangement two is the most stable, with the second structure 203.4 kJ/mol higher.


Arrangement one

# C2H4NO4S

The ion C2H4NO4S with charge -1 (ωB97M-V/def2-TZVPD, OMol25).

CARTESIAN COORDINATES (ANGSTROEM)
1 C 0.62 0.65 0.62
2 C -0.85 -0.13 0.34
3 N 1.18 1.06 -0.48
4 O -1.70 -1.12 -1.88
5 O 0.91 0.71 1.85
6 O 0.74 -1.23 -1.53
7 O -1.15 -0.73 1.54
8 S -0.68 -1.52 -0.89
9 H -1.60 0.61 -0.05
10 H 1.06 0.24 -1.13
11 H 2.17 1.55 -0.53
12 H -0.70 -0.08 2.16

Its net charge is -1. For the LUMO energy, the calculation gives 3.95 eV. The value obtained for the frontier orbital gap is 0.292 Ha.


Arrangement two

# C2H4NO4S

The ion C2H4NO4S with charge -1 (ωB97M-V/def2-TZVPD, OMol25).

CARTESIAN COORDINATES (ANGSTROEM)
1 C 0.91 0.45 0.51
2 C -0.07 0.01 -0.40
3 N 2.66 -0.57 -0.66
4 O -2.42 -0.35 -1.56
5 O -2.35 -0.72 1.03
6 O -2.22 1.58 -0.14
7 O 2.12 0.07 0.50
8 S -1.84 0.22 -0.37
9 H 0.72 0.97 1.37
10 H -1.45 -0.58 1.36
11 H 0.28 -0.54 -1.21
12 H 3.67 -0.55 -0.44

Its net charge is -1. The SMILES is [NH-]O/C=C/S(=O)(=O)O. For the LUMO energy (spin up / spin down), the calculation gives 3.68 / 3.68 eV. The value obtained for the frontier orbital gap (spin up / spin down) is 0.241 / 0.241 Ha.


It turns out arrangement one is the most stable, with the second structure 389.5 kJ/mol higher.


Arrangement one

# HNO4S

An isolated molecule of HNO4S (ωB97M-V/def2-TZVPD, OMol25).

CARTESIAN COORDINATES (ANGSTROEM)
1 N 3.39 0.27 -0.51
2 O 4.03 1.09 0.07
3 O 1.55 -1.62 -0.25
4 O 0.04 0.27 0.78
5 O 1.19 0.86 0.32
6 S 2.19 -0.54 0.50
7 H -0.65 0.54 0.12

Its net charge is 0. The SMILES is O=S(#[N+][O-])OO. For the LUMO energy, the calculation gives -1.62 eV. The value obtained for the frontier orbital gap is 0.298 Ha.


Arrangement two

# HNO4S

A cluster of 2 separate species, HNO4S in total (ωB97M-V/def2-TZVPD, OMol25).

CARTESIAN COORDINATES (ANGSTROEM)
1 N -1.29 0.28 -0.11
2 O 2.61 0.22 0.66
3 O 0.74 -1.35 0.06
4 O -0.38 1.09 0.06
5 O -2.42 0.58 -0.21
6 S 1.58 -0.21 -0.29
7 H -0.84 -0.61 -0.17

Its net charge is 0. For the LUMO energy, the calculation gives -1.06 eV. The value obtained for the frontier orbital gap is 0.386 Ha.


It turns out arrangement two is the most stable, with the second structure 291.9 kJ/mol higher.


Arrangement one

# C4H12N2O2

A structure of composition C4H12N2O2 (ωB97M-V/def2-TZVPD, OMol25).

CARTESIAN COORDINATES (ANGSTROEM)
1 C -1.19 1.28 -0.08
2 N 0.23 1.06 -0.40
3 C 0.33 -0.82 1.42
4 C 0.52 -0.40 -0.06
5 C -0.54 -1.39 -0.81
6 N -0.18 -1.67 -2.14
7 O -1.22 -2.23 -0.28
8 H -1.85 0.40 -0.11
9 H -1.65 2.09 -0.65
10 H -1.20 1.58 0.97
11 H 0.43 0.27 -1.28
12 H -0.76 -0.85 1.52
13 H 0.61 -1.86 1.49
14 H 0.72 -0.21 2.24
15 H 1.49 -0.76 -0.41
16 H -0.70 -2.42 -2.57
17 H -0.05 -0.89 -2.77
18 H 1.09 1.83 0.97
19 H 2.29 2.75 1.25
20 O 1.61 2.24 1.70

Its net charge is 0. For the LUMO energy, the calculation gives 0.56 eV. The value obtained for the frontier orbital gap is 0.378 Ha.


Arrangement two

# C4H12N2O2

A cluster of 2 separate species, C4H12N2O2 in total (ωB97M-V/def2-TZVPD, OMol25).

CARTESIAN COORDINATES (ANGSTROEM)
1 N -1.12 1.98 -0.99
2 C -1.35 0.59 -1.35
3 C -2.74 0.16 -1.03
4 C -0.28 -0.38 -0.60
5 N 1.01 -0.32 -1.05
6 C 1.52 0.24 -2.27
7 O -0.62 -1.11 0.31
8 H -0.21 2.21 -0.62
9 H -1.89 2.49 -0.61
10 H -1.02 0.52 -2.41
11 H -3.12 0.89 -0.31
12 H -2.85 -0.83 -0.57
13 H -3.45 0.11 -1.85
14 H 1.52 -1.06 -0.59
15 H 2.31 0.92 -1.97
16 H 1.68 -0.44 -3.11
17 H 0.77 0.82 -2.84
18 H 2.84 -0.55 5.07
19 H 2.81 -2.01 5.61
20 O 2.85 -1.08 5.86

Its net charge is 0. The SMILES is CNC(=O)[C@@H](C)N.O. For the LUMO energy, the calculation gives 0.72 eV. The value obtained for the frontier orbital gap is 0.347 Ha.


Arrangement three

# C4H12N2O2

A cluster of 2 separate species, C4H12N2O2 in total (ωB97M-V/def2-TZVPD, OMol25).

CARTESIAN COORDINATES (ANGSTROEM)
1 O 2.17 1.53 -0.84
2 C 2.36 0.34 -0.50
3 N 1.37 -0.45 -0.14
4 N 4.46 -0.55 -2.77
5 C 0.00 0.00 0.00
6 C 3.73 -0.29 -0.42
7 C 4.75 0.20 -1.52
8 H 1.60 -1.44 -0.04
9 H 3.83 0.16 -3.15
10 H 3.86 -1.33 -2.46
11 H -0.07 0.84 0.71
12 H -0.51 -0.87 0.44
13 H -0.52 0.28 -0.93
14 H 4.18 -0.11 0.58
15 H 3.53 -1.38 -0.50
16 H 4.56 1.29 -1.67
17 H 5.79 0.09 -1.16
18 O 6.60 -1.55 -3.69
19 H 6.67 -2.52 -3.58
20 H 5.67 -1.33 -3.44

Its net charge is 0. The SMILES is CNC(=O)CCN.O. For the LUMO energy, the calculation gives 0.50 eV. The value obtained for the frontier orbital gap is 0.387 Ha.


Arrangement four

# C4H12N2O2

A cluster of 2 separate species, C4H12N2O2 in total (ωB97M-V/def2-TZVPD, OMol25).

CARTESIAN COORDINATES (ANGSTROEM)
1 C 2.17 -1.32 0.49
2 C 1.88 -0.65 -0.82
3 N 1.40 0.62 -0.82
4 C 0.66 1.28 0.28
5 C -0.80 1.57 -0.11
6 N -1.85 0.95 0.71
7 O 2.14 -1.21 -1.88
8 H 3.02 -1.97 0.31
9 H 2.24 -0.64 1.33
10 H 1.39 -2.07 0.68
11 H 1.44 1.14 -1.67
12 H 0.80 0.62 1.13
13 H 1.12 2.24 0.48
14 H -0.97 2.65 -0.01
15 H -0.93 1.31 -1.15
16 H -2.02 -0.03 0.50
17 H -1.53 0.89 1.67
18 H -4.00 -2.29 -0.25
19 H -3.07 -1.08 -0.59
20 O -3.08 -2.00 -0.27

Its net charge is 0. The SMILES is CC(=O)NCCN.O. For the LUMO energy, the calculation gives 0.74 eV. The value obtained for the frontier orbital gap is 0.366 Ha.


It turns out arrangement four is the most stable, with the second structure 7.3 kJ/mol higher.